Density functional theory data (ωB97M-V/def2-TZVPD) for a structure of composition C9H16N3 in a non-equilibrium geometry.

```
28
C9H16N3 (ωB97M-V/def2-TZVPD)
C 2.3827 -0.0502 -3.0202
C 1.4751 -1.0457 -3.1460
C 1.0844 -0.0153 -1.2222
C -0.1364 1.8790 2.0513
C 0.4635 0.0367 1.5008
C -0.9317 0.5924 1.6730
C -1.8111 -0.1947 2.7777
C -1.7820 0.8485 0.4604
C -0.2223 -2.2350 -1.8286
N 2.1394 0.5446 -1.8705
N 0.7384 -1.1206 -1.9370
N 1.1143 1.0953 2.0336
H 2.8986 0.4805 -3.8692
H 1.4067 -1.8515 -3.8700
H -0.2999 2.4977 1.2205
H -0.5440 2.4476 2.9841
H 0.7197 -0.9522 1.3376
H -2.8554 -0.3334 2.4900
H -1.6710 0.3204 3.7071
H -1.3256 -1.1830 2.9111
H -1.3832 0.9098 -0.5922
H -2.2570 1.8872 0.5331
H -2.6479 0.2400 0.5426
H 0.2842 -3.0966 -2.2305
H -0.5284 -2.3200 -0.7419
H -1.1873 -2.0142 -2.4647
H 2.8476 1.1473 -1.3966
H 2.0285 1.4853 1.9666
```

Its total charge is +1. The strongest force on any atom is 4.526 eV/Å. For the lowest unoccupied orbital energy, the calculation gives -3.852 eV. For the frontier orbital gap, the calculation gives 8.2339 eV.